(one)
The following is a DFT calculation (wB97M-V/def2-TZVPD) of the molecule C7H9NO.

The value obtained for the LUMO energy is -0.5 eV. The net charge is 0. The value obtained for the HOMO energy is -8.946 eV. The frontier orbital gap comes out at 8.47 eV.

Bonds (Å) are listed after each position.
Positions of all 18 atoms, in Å:
1 H -2.031 -0.126 1.598  C3 1.133
2 C 2.464 -0.250 -0.304  C11 1.427, H17 1.185
3 C -1.199 -0.175 0.832  H1 1.133, C6 1.580, C13 1.537, O18 1.423
4 H -0.746 -2.310 0.468  C13 1.090
5 C -0.364 0.671 -0.978  H9 1.122, N10 1.567, C15 1.544, O18 1.457
6 C 0.287 0.271 1.129  C3 1.580, C11 1.580, H12 1.088, C15 1.656
7 H -0.072 2.459 0.197  C15 1.083
8 H -1.838 -1.542 -0.681  C13 1.041
9 H -0.517 0.983 -2.045  C5 1.122
10 N 0.102 -0.821 -0.864  C5 1.567, C11 1.513, C13 1.476
11 C 1.177 -0.629 0.183  C2 1.427, C6 1.580, N10 1.513, H16 1.103
12 H 0.562 0.521 2.152  C6 1.088
13 C -1.004 -1.401 -0.075  C3 1.537, H4 1.090, H8 1.041, N10 1.476
14 H 1.516 1.556 -0.102  C15 1.095
15 C 0.432 1.513 0.043  C5 1.544, C6 1.656, H7 1.083, H14 1.095
16 H 1.419 -1.636 0.562  C11 1.103
17 H 3.052 0.215 0.615  C2 1.185
18 O -1.603 0.703 -0.212  C3 1.423, C5 1.457

=====

(two)
The following is a DFT calculation (wB97M-V/def2-TZVPD) of the molecule C7H9NO.

The value obtained for the LUMO energy is 0.7 eV. The SMILES is C#C[C@H]1N(C=O)C1(C)C. The net charge is 0. The value obtained for the HOMO energy is -9.673 eV. The frontier orbital gap comes out at 10.41 eV.

Bonds (Å) are listed after each position.
Positions of all 18 atoms, in Å:
1 N -1.034 0.491 -0.172  C4 1.375, C10 1.352, C11 1.484
2 H 2.111 0.766 -1.318  C16 1.139
3 C -0.714 -2.071 -0.306  C11 1.412, C13 1.214
4 C -1.736 1.626 0.158  N1 1.375, H6 1.121, O9 1.201
5 H 0.363 1.701 -1.482  C16 1.136
6 H -1.090 2.182 0.886  C4 1.121
7 H 1.516 2.029 -0.319  C16 0.998
8 H 1.950 -0.318 0.739  C15 1.043
9 O -2.849 2.010 -0.078  C4 1.201
10 C 0.297 0.256 -0.127  N1 1.352, C11 1.499, C15 1.502, C16 1.519
11 C -0.562 -0.762 -0.813  N1 1.484, C3 1.412, C10 1.499, H18 1.071
12 H 0.608 -1.132 1.619  C15 1.084
13 C -0.639 -3.167 0.211  C3 1.214, H14 1.147
14 H -0.692 -4.221 0.661  C13 1.147
15 C 0.979 -0.249 1.113  H8 1.043, C10 1.502, H12 1.084, H17 1.065
16 C 1.192 1.248 -0.850  H2 1.139, H5 1.136, H7 0.998, C10 1.519
17 H 0.908 0.389 1.962  C15 1.065
18 H -0.608 -0.778 -1.883  C11 1.071

=====

(two) (160.2 kJ/mol below the next structure)

=====

(one)
The following is a DFT calculation (wB97M-V/def2-TZVPD) of the molecule C3H8N2S2.

The value obtained for the LUMO energy is 0.6 eV. The SMILES is CNC(=S)NSC. The net charge is 0. The value obtained for the HOMO energy is -8.196 eV. The frontier orbital gap comes out at 8.83 eV.

Bonds (Å) are listed after each position.
Positions of all 15 atoms, in Å:
1 H 2.846 -1.334 1.369  C9 1.080
2 H 1.094 2.324 0.716  C14 1.044
3 S -2.269 -0.927 0.057  C8 1.709
4 N -0.728 1.311 0.471  C8 1.340, H10 0.991, C14 1.442
5 H -0.168 -1.013 -1.585  N11 1.007
6 H -0.274 3.307 0.353  C14 1.078
7 H 1.506 -2.306 0.717  C9 1.100
8 C -0.942 0.134 -0.133  S3 1.709, N4 1.340, N11 1.396
9 C 1.829 -1.296 1.008  H1 1.080, H7 1.100, S12 1.808, H13 1.100
10 H -1.444 1.544 1.115  N4 0.991
11 N 0.101 -0.261 -0.971  H5 1.007, C8 1.396, S12 1.790
12 S 1.814 -0.230 -0.452  C9 1.808, N11 1.790
13 H 1.208 -0.941 1.843  C9 1.100
14 C 0.210 2.362 0.162  H2 1.044, N4 1.442, H6 1.078, H15 1.092
15 H 0.304 2.376 -0.927  C14 1.092

=====

(two)
The following is a DFT calculation (wB97M-V/def2-TZVPD) of the molecule C3H8N2S2.

The value obtained for the LUMO energy is 0.5 eV. The SMILES is CNC(=S)N(C)S. The net charge is 0. The value obtained for the HOMO energy is -8.038 eV. The frontier orbital gap comes out at 8.51 eV.

Bonds (Å) are listed after each position.
Positions of all 15 atoms, in Å:
1 H -0.005 -1.849 -0.148  N11 1.015
2 S 2.147 -0.816 -0.009  H3 1.342, N15 1.704
3 H 2.577 -0.606 -1.262  S2 1.342
4 C -0.302 0.173 -0.165  N11 1.344, S13 1.691, N15 1.363
5 H 0.558 2.406 0.491  C7 1.119
6 H -2.492 -1.107 1.157  C12 1.113
7 C 1.477 1.834 0.205  H5 1.119, H8 1.137, H14 1.111, N15 1.460
8 H 1.970 2.216 -0.746  C7 1.137
9 H -2.204 -2.523 -0.043  C12 1.093
10 H -2.636 -0.871 -0.560  C12 1.068
11 N -0.692 -1.108 -0.054  H1 1.015, C4 1.344, C12 1.481
12 C -2.115 -1.454 0.168  H6 1.113, H9 1.093, H10 1.068, N11 1.481
13 S -1.439 1.425 -0.141  C4 1.691
14 H 2.137 1.818 1.099  C7 1.111
15 N 1.019 0.462 0.008  S2 1.704, C4 1.363, C7 1.460

=====

(one) (25.2 kJ/mol below the next structure)

=====

(one)
The following is a DFT calculation (wB97M-V/def2-TZVPD) of a 2-piece molecular cluster, O5S2 overall.

The value obtained for the LUMO energy (spin up / spin down) is 5.9 / 5.9 eV. The net charge is -2. The value obtained for the HOMO energy (spin up / spin down) is 1.042 / 1.028 eV. The frontier orbital gap (spin up / spin down) comes out at 4.90 / 4.91 eV.

Bonds (Å) are listed after each position.
Positions of all 7 atoms, in Å:
1 S -0.807 -0.240 0.194  O4 1.481, O5 1.485, S7 2.575
2 O 2.214 0.491 1.266  S7 1.491
3 O -2.408 1.075 -0.949  no bonds
4 O -1.189 -1.557 -0.365  S1 1.481
5 O -1.234 -0.184 1.616  S1 1.485
6 O 1.872 0.934 -1.120  S7 1.481
7 S 1.752 -0.069 -0.037  S1 2.575, O2 1.491, O6 1.481

=====

(two)
The following is a DFT calculation (wB97M-V/def2-TZVPD) of an isolated ion of composition O5S2 and charge -2.

The value obtained for the LUMO energy is 6.5 eV. The net charge is -2. The value obtained for the HOMO energy is 1.095 eV. The frontier orbital gap comes out at 5.44 eV.

Bonds (Å) are listed after each position.
Positions of all 7 atoms, in Å:
1 O 1.744 -1.209 0.371  S5 1.486
2 O 2.493 0.938 -0.426  S5 1.497
3 O -1.933 -1.343 0.067  S4 1.507
4 S -1.691 0.103 -0.282  O3 1.507, O6 1.520, O7 1.559
5 S 1.355 0.218 0.228  O1 1.486, O2 1.497, O7 2.010
6 O -1.681 0.969 0.967  S4 1.520
7 O -0.288 0.324 -0.926  S4 1.559, S5 2.010

=====

(two) (343.4 kJ/mol below the next structure)